1.
A cluster of 2 separate species, C3H12N3O in total at a distorted geometry, computed with ωB97M-V with the def2-TZVPD basis set.

Summary:
Total charge: +1
Multiplicity: 1

Each line ends with the Mulliken charge.
Atoms and positions in Å:
C1 -0.9005 -0.3370 -1.3033  -1.556
C2 0.2062 -0.8659 -0.4475  0.523
C3 -0.2738 -0.7684 0.9819  -0.249
N1 -1.5157 -0.9951 1.3791  -0.294
N2 0.6131 2.0015 0.9485  -0.158
N3 1.5864 -0.2689 -0.5099  -0.670
O1 -0.5949 1.3016 1.1002  -0.551
H1 -1.3458 0.4807 -0.8399  0.392
H2 -0.6532 -0.1635 -2.3249  0.424
H3 -1.5890 -1.1621 -1.4576  0.403
H4 0.2284 -1.9562 -0.7223  0.418
H5 0.5344 -0.5983 1.8153  0.258
H6 -2.3246 -1.1864 0.7923  0.228
H7 -1.7768 -0.8764 2.3407  0.268
H8 0.3269 2.8630 0.4928  0.335
H9 1.1402 2.3913 1.8087  0.354
H10 1.2107 1.3441 0.3651  0.352
H11 1.8065 -0.1608 -1.5702  0.286
H12 2.1211 -0.9700 -0.1701  0.236

Atoms 1-3, force components in eV/Å:
C 0.150 -1.288 -1.048
C 0.108 -1.465 0.467
C 0.275 1.857 2.103


2.
A cluster of 2 separate species, C3H12N3O in total at a distorted geometry, computed with ωB97M-V with the def2-TZVPD basis set.

Summary:
Total charge: +1
Multiplicity: 1

Each line ends with the Mulliken charge.
Atoms and positions in Å:
C1 -0.2958 1.0608 -2.8389  -0.629
O1 -0.7033 1.1127 -1.4441  -0.483
H1 -1.0563 1.9851 -1.2214  0.300
H2 -0.8992 1.7367 -3.4278  0.354
H3 -0.6210 0.0864 -3.1685  0.234
H4 0.7789 1.1992 -2.9088  0.231
C2 -0.2424 0.8573 2.1021  -1.141
C3 0.4410 -1.0220 0.7830  0.729
N1 1.3449 -1.6741 -0.0125  -0.432
N2 0.6716 0.2147 1.1595  -0.054
N3 -0.5427 -1.7368 1.3213  -0.457
H5 1.6867 -1.2756 -0.8722  0.224
H6 1.4664 -2.6508 0.1994  0.210
H7 1.2894 0.8313 0.6609  0.274
H8 -1.3708 -1.3198 1.7168  0.247
H9 -0.6854 -2.6331 0.8872  0.239
H10 0.1969 1.8110 2.3533  0.355
H11 -0.2433 0.3074 3.0277  0.420
H12 -1.2155 1.1096 1.6830  0.380

Atoms 1-3, force components in eV/Å:
C -0.973 -0.245 1.043
O 0.184 0.222 0.056
H 0.169 -0.224 -0.333


3.
A cluster of 2 separate species, C3H12N3O in total at a distorted geometry, computed with ωB97M-V with the def2-TZVPD basis set.

Summary:
<S²>: 0.77
Total charge: +2
Multiplicity: 2

Each line ends with the Mulliken charge.
Atoms and positions in Å:
C1 -1.6581 0.7074 0.5069  -0.297
C2 -1.4419 -0.4941 1.1824  -0.044
N1 -0.2427 -0.9305 1.4374  -0.101
N2 -3.0356 1.1795 0.3245  -0.235
H1 -0.9057 1.3198 0.0369  0.491
H2 -2.2589 -1.0427 1.6159  0.358
H3 -0.1639 -1.8903 1.7964  0.377
H4 0.5451 -0.6362 0.8324  0.245
H5 -3.1972 1.4894 -0.6451  0.418
H6 -3.2551 1.9749 0.9471  0.405
H7 -3.7231 0.4402 0.5116  0.389
N3 3.1725 -0.7089 -1.1648  -0.489
C3 1.8041 -0.5522 -1.4295  -0.403
O1 1.1204 0.5042 -0.6056  -0.659
H8 3.7533 -0.0498 -1.6570  0.271
H9 3.4038 -0.6631 -0.1825  0.235
H10 1.6553 -0.2885 -2.4682  0.384
H11 1.2571 -1.4509 -1.1457  0.317
H12 1.3878 1.3510 -0.9833  0.338

Atoms 1-3, force components in eV/Å:
C -0.457 0.219 -0.369
C 0.239 0.506 0.589
N 0.133 -1.463 -1.317


4.
A cluster of 2 separate species, C3H12N3S in total at a distorted geometry, computed with ωB97M-V with the def2-TZVPD basis set.

Summary:
Total charge: +1
Multiplicity: 1

Each line ends with the Mulliken charge.
Atoms and positions in Å:
N1 0.5370 2.1879 1.7889  -0.277
C1 -0.0953 2.0805 0.6410  0.110
N2 0.4807 2.0371 -0.5437  -0.237
H1 1.5284 2.2937 1.8488  0.224
H2 0.0198 2.3860 2.6362  0.265
H3 -1.1815 1.8986 0.6707  0.425
H4 -0.0575 1.7009 -1.3539  0.169
H5 1.4637 2.2229 -0.6587  0.193
C2 -0.0595 -1.1889 0.7492  0.177
C3 -0.3363 -1.7980 -0.6371  -0.634
S1 0.0466 -0.6392 -2.0270  -0.254
N3 -0.5589 -2.0898 1.8356  -0.655
H6 1.0095 -0.9310 0.9506  0.325
H7 -0.4976 -0.2068 0.7432  -0.142
H8 0.2803 -2.7162 -0.6951  0.340
H9 -1.4272 -2.0531 -0.6846  0.330
H10 -1.1330 -0.0277 -2.0135  0.133
H11 0.2290 -2.2420 2.5194  0.272
H12 -1.2447 -1.6060 2.3847  0.238

Atoms 1-3, force components in eV/Å:
N -0.626 0.473 0.036
C -0.063 -0.605 -0.838
N -0.942 0.497 0.857


5.
The ion C3H12N3S with charge +1 at a distorted geometry, computed with ωB97M-V with the def2-TZVPD basis set.

Summary:
Total charge: +1
Multiplicity: 1

Each line ends with the Mulliken charge.
Atoms and positions in Å:
C1 1.5746 -0.3305 -0.3854  -1.727
C2 0.4045 -0.3647 0.6415  0.491
N1 -0.3079 -1.6964 0.6136  -0.610
S1 0.9538 0.2590 2.2014  -0.061
C3 -0.8422 0.5995 0.1180  -0.610
N2 -0.5220 1.9749 -0.4031  -0.635
N3 -1.6115 -0.0692 -0.8901  -0.150
H1 2.4199 -0.8939 0.1266  0.381
H2 1.8024 0.6164 -0.7594  0.543
H3 1.2222 -0.9116 -1.3137  0.407
H4 -0.5489 -1.9446 1.5632  0.259
H5 0.3148 -2.4594 0.2767  0.256
H6 1.7085 1.1234 1.4783  0.165
H7 -1.4942 0.7155 1.0380  0.454
H8 0.0870 1.6527 -1.3309  0.333
H9 0.1176 2.5144 0.1403  0.318
H10 -2.5697 0.3062 -0.7753  0.360
H11 -1.2944 0.0116 -1.8425  0.365
H12 -1.4145 -1.1033 -0.4973  0.461

Atoms 1-3, force components in eV/Å:
C -1.282 -3.926 0.254
C -1.971 0.342 -3.002
N 1.668 0.020 0.099


6.
A structure of composition C3H12N3S at a distorted geometry, computed with ωB97M-V with the def2-TZVPD basis set.

Summary:
Total charge: +1
Multiplicity: 1

Each line ends with the Mulliken charge.
Atoms and positions in Å:
C1 -0.8039 1.5476 0.5178  -1.048
C2 -1.6009 -0.2740 -0.9998  -1.033
C3 1.0025 -0.5396 0.1410  0.551
N1 0.8571 -1.6534 -0.6728  -0.467
N2 0.7150 -0.5824 1.4850  -0.385
N3 -0.4256 0.4886 -0.4953  -0.076
S1 2.3769 0.4040 -0.6633  -0.244
H1 -1.3876 1.1818 1.4591  0.316
H2 0.1104 2.0684 0.9956  0.331
H3 -1.3395 2.2323 -0.0308  0.443
H4 -2.1231 -0.9408 -0.3188  0.383
H5 -2.3367 0.3804 -1.3133  0.432
H6 -1.3750 -1.0720 -1.7407  0.360
H7 0.6493 -2.4431 -0.1279  0.191
H8 1.6855 -1.6574 -1.3468  0.247
H9 0.7564 0.1987 2.0825  0.218
H10 0.3736 -1.4887 1.9272  0.224
H11 -0.1830 1.1729 -1.2358  0.377
H12 3.0487 0.9767 0.3371  0.183

Atoms 1-3, force components in eV/Å:
C 1.281 -1.716 3.499
C 0.975 -2.392 0.311
C -0.677 1.371 -0.762


7.
The ion C3H12N4 with charge +2 at a distorted geometry, computed with ωB97M-V with the def2-TZVPD basis set.

Summary:
Total charge: +2
Multiplicity: 1

Each line ends with the Mulliken charge.
Atoms and positions in Å:
C1 1.0547 -1.3007 0.1164  -0.777
N1 1.1948 0.1193 0.4194  0.384
N2 1.1071 0.4567 1.6765  -0.394
C2 0.5181 1.1710 -0.5953  -0.437
N3 -0.7806 0.5889 -0.7116  0.572
C3 -1.6245 0.2555 0.3546  -0.914
N4 -0.9683 -0.2188 -1.7270  -0.440
H1 0.1889 -1.5445 -0.5359  0.329
H2 1.9477 -1.5737 -0.6225  0.315
H3 1.2322 -1.9975 0.9211  0.388
H4 0.5758 -0.0379 2.4800  0.327
H5 1.5344 1.3607 1.7974  0.301
H6 0.4972 2.0750 0.0065  0.395
H7 1.0721 1.3576 -1.5117  0.344
H8 -1.4978 0.8291 1.3184  0.353
H9 -2.6322 0.1738 0.1131  0.378
H10 -1.3497 -0.7681 0.7661  0.418
H11 -1.5526 -0.9676 -1.7374  0.255
H12 -0.5176 0.0212 -2.5280  0.204

Atoms 1-3, force components in eV/Å:
C 2.446 -0.836 -3.239
N -1.140 -1.061 -0.612
N -0.299 0.102 1.103


8.
A cluster of 2 separate species, C3H12N4O in total at a distorted geometry, computed with ωB97M-V with the def2-TZVPD basis set.

Summary:
Total charge: +2
Multiplicity: 1

Each line ends with the Mulliken charge.
Atoms and positions in Å:
C1 -4.6497 -0.2963 -0.5104  0.517
C2 -3.8081 1.2280 -0.2524  0.245
C3 -3.6670 -1.3060 -0.2499  -0.402
N1 -5.7754 -0.0890 -0.9166  -0.578
N2 -4.7003 2.1934 -0.6162  -0.232
N3 8.3754 0.1585 1.0929  -0.573
N4 -2.6302 -1.0177 0.7648  -0.651
O1 -2.6177 1.6409 0.0913  -0.464
H1 -3.0450 -1.3017 -1.2138  0.276
H2 -4.0949 -2.2294 0.0726  0.453
H3 8.1200 1.0462 0.6513  0.386
H4 -6.3388 -0.9735 -1.1070  0.337
H5 -5.6438 1.9318 -0.7895  0.269
H6 -4.5609 3.1398 -0.3884  0.253
H7 8.4726 -0.5957 0.3286  0.417
H8 7.4977 -0.0081 1.6093  0.387
H9 9.2721 0.2081 1.5854  0.383
H10 -3.0271 -1.1531 1.6782  0.196
H11 -2.0679 0.8099 0.3963  0.508
H12 -2.0382 -1.8012 0.7610  0.272

Atoms 1-3, force components in eV/Å:
C 3.281 3.704 1.522
C -3.464 2.466 -1.645
C 2.314 -1.573 -0.775


9.
A cluster of 2 separate species, C3H12N4O in total at a distorted geometry, computed with ωB97M-V with the def2-TZVPD basis set.

Summary:
Total charge: +2
Multiplicity: 1

Each line ends with the Mulliken charge.
Atoms and positions in Å:
C1 -0.9688 0.2650 0.4774  0.300
C2 -3.4284 0.4807 0.6245  -0.783
C3 3.7917 -0.8673 -0.9872  -0.650
N1 2.0409 0.2465 0.2704  -0.109
N2 -2.1524 -0.0277 0.0451  0.385
N3 -2.2578 -0.7792 -1.1113  -0.686
N4 3.2125 0.1096 -0.0933  0.046
O1 -0.5933 1.0768 1.4250  -0.523
H1 -0.0829 -0.2068 -0.0036  0.455
H2 -3.9834 0.8187 -0.2303  0.338
H3 -3.8250 -0.2272 1.2537  0.361
H4 -3.2376 1.3465 1.2933  0.296
H5 3.1708 -1.7527 -0.7943  0.315
H6 3.8745 -0.5742 -1.9672  0.348
H7 4.7929 -0.9948 -0.6116  0.336
H8 1.7740 1.0954 0.8057  0.285
H9 -1.7446 -1.6675 -1.1239  0.291
H10 -3.2190 -0.8329 -1.3533  0.280
H11 3.9120 0.7595 0.0803  0.308
H12 -1.0761 1.7317 2.0006  0.408

Atoms 1-3, force components in eV/Å:
C -0.287 -0.188 -0.657
C 2.211 2.372 -0.559
C -1.189 -2.736 3.312


10.
A structure of composition C3H12N6O3Tl at a distorted geometry, computed with ωB97M-V with the def2-TZVPD basis set.

Summary:
Total charge: +3
Multiplicity: 1

Each line ends with the Mulliken charge.
Atoms and positions in Å:
Tl1 -1.2194 -2.9731 -0.3591  0.999
C1 2.4501 0.5960 3.6969  0.666
O1 1.5819 -0.0242 3.1723  -0.434
N1 3.2773 0.2270 4.6681  -0.312
N2 2.5646 1.8918 3.4819  -0.293
H1 3.7693 0.8261 5.3155  0.229
H2 3.3477 -0.7625 4.8582  0.256
H3 2.9544 2.2644 4.3359  0.262
H4 1.7525 2.2199 2.9789  0.291
C2 -6.6788 -0.5693 -1.9757  0.780
O2 -5.4970 -0.9014 -2.0711  -0.465
N3 -7.2144 -0.1670 -0.8450  -0.289
N4 -7.4676 -0.6627 -3.0286  -0.302
H5 -8.2196 -0.0777 -0.8867  0.222
H6 -6.6434 -0.0500 -0.0201  0.242
H7 -7.1135 -1.1192 -3.8571  0.269
H8 -8.4648 -0.5674 -2.8995  0.233
C3 4.2625 -0.3969 -1.9894  0.794
O3 3.4203 -1.2630 -1.9600  -0.488
N5 4.0806 0.6684 -2.7749  -0.292
N6 5.4027 -0.3753 -1.3878  -0.331
H9 3.1986 0.7183 -3.2646  0.257
H10 4.8659 1.2983 -2.8563  0.228
H11 5.5522 -1.2020 -0.8272  0.256
H12 6.0378 0.4014 -1.5046  0.224

Atoms 1-3, force components in eV/Å:
Tl -0.020 -0.151 -0.037
C 0.911 0.565 1.238
O -1.762 -2.572 -1.354


Summary of electronic energy in Ha
-360.6580; -360.7804; -360.2814; -683.6992; -683.6731; -683.6510; -339.6835; -415.1591; -415.0034; -847.0579
(order as listed above)